# 1
The following is a quantum chemistry calculation of a molecular structure, C2H3NO2S in a non-equilibrium geometry, from OMol25.

Geometry as XYZ:
```
9
C2H3NO2S ωB97M-V with the def2-TZVPD basis set
C 1.3622 0.5046 -0.0743
C -0.5939 -0.5149 0.3676
N 0.0757 0.7379 -0.0014
O 2.4494 0.9655 -0.2191
O -1.6656 -0.8375 -0.4458
S 1.0756 -1.3473 0.0721
H -0.8692 -0.5204 1.5086
H -0.4662 1.6010 0.1703
H -1.3680 -0.5888 -1.3780
```

Values from the calculation:
Multiplicity ... 1
Relative energy (zero: lowest compared OMol25 entry of this formula, charge and spin) ... 121.49 kJ/mol
Largest force on an atom ... 4.91 eV/A

***

# 2
The following is a quantum chemistry calculation of 2 unconnected molecules or ions with the total composition C2H3NO2S in a non-equilibrium geometry, from OMol25.

Geometry as XYZ:
```
9
C2H3NO2S ωB97M-V with the def2-TZVPD basis set
O 1.4053 -0.8992 -0.8010
N 2.2049 -0.2402 -0.1792
S 3.7523 -0.4845 -0.0227
H 1.7245 0.5477 0.4822
C -2.1438 -0.0581 0.5027
C -1.3299 0.4647 -0.3921
O -0.6309 0.9414 -1.1865
H -3.0632 -0.2430 0.0976
H -1.9193 -0.0289 1.4990
```

Values from the calculation:
Multiplicity ... 1
SMILES string ... [O-][NH+]=S.C=C=O
Relative energy (zero: lowest compared OMol25 entry of this formula, charge and spin) ... 459.46 kJ/mol
Largest force on an atom ... 3.62 eV/A

***

# 3
The following is a quantum chemistry calculation of C2H3NO2S2 in the gas phase in a non-equilibrium geometry, from OMol25.

Geometry as XYZ:
```
10
C2H3NO2S2 ωB97M-V with the def2-TZVPD basis set
C 0.3415 -0.0820 0.0644
C 1.8138 -0.0366 -0.0379
N -0.3830 0.9742 0.1865
O -2.5971 0.1388 1.2551
O -2.6632 0.5453 -1.1396
S -0.6094 -1.5227 -0.1364
S -1.8637 0.2563 0.0184
H 2.0028 -0.7338 -0.9183
H 2.0320 -0.6000 0.9168
H 1.9263 1.0605 -0.2090
```

Values from the calculation:
Multiplicity ... 1
Relative energy (zero: lowest compared OMol25 entry of this formula, charge and spin) ... 179.17 kJ/mol
Largest force on an atom ... 3.30 eV/A

***

# 4
The following is a quantum chemistry calculation of 2 unconnected molecules or ions with the total composition C2H3NO3 in a non-equilibrium geometry, from OMol25.

Geometry as XYZ:
```
9
C2H3NO3 ωB97M-V with the def2-TZVPD basis set
C 2.7670 -0.9104 0.3198
C 1.6060 -0.3184 0.5219
O 0.6303 0.3061 0.5807
H 2.9841 -0.7754 -0.6816
H 3.2475 -1.7911 0.8043
O -2.6344 -0.6109 -0.6160
N -2.2636 0.4955 -0.3472
O -3.2802 1.3821 -0.4888
H -3.0566 2.2226 -0.0932
```

Values from the calculation:
Multiplicity ... 1
SMILES string ... C=C=O.O=NO
Relative energy (zero: lowest compared OMol25 entry of this formula, charge and spin) ... 494.69 kJ/mol
Largest force on an atom ... 2.26 eV/A

***

# 5
The following is a quantum chemistry calculation of 2 unconnected molecules or ions with the total composition C2H3NO3 in a non-equilibrium geometry, from OMol25.

Geometry as XYZ:
```
9
C2H3NO3 ωB97M-V with the def2-TZVPD basis set
O -0.0085 3.0305 0.2583
C -0.2257 2.0877 0.8361
O -0.4472 1.1879 1.5330
C 0.0055 -1.3022 -0.1227
N -0.0387 -0.2270 -0.9987
O 0.8964 -0.1022 -1.7424
H 0.7478 -2.0407 -0.4215
H 0.0418 -0.7805 0.8891
H -0.9714 -1.8535 -0.2312
```

Values from the calculation:
Multiplicity ... 1
SMILES string ... O=C=O.CN=O
Relative energy (zero: lowest compared OMol25 entry of this formula, charge and spin) ... 291.66 kJ/mol
Largest force on an atom ... 3.40 eV/A

***

# 6
The following is a quantum chemistry calculation of 2 unconnected molecules or ions with the total composition C2H3NO3S in a non-equilibrium geometry, from OMol25.

Geometry as XYZ:
```
10
C2H3NO3S ωB97M-V with the def2-TZVPD basis set
C 0.7327 0.6813 0.1278
C 2.0310 -0.0257 -0.0355
N -0.4042 0.9038 0.0906
O -2.1983 -1.2930 1.1346
O -2.5045 -0.6846 -1.2349
O -1.5241 1.4217 0.1352
S -2.8857 -0.4656 0.1470
H 1.8294 -1.0615 0.0217
H 2.6186 0.3034 0.7268
H 2.3053 0.2202 -1.1132
```

Values from the calculation:
Multiplicity ... 1
Relative energy (zero: lowest compared OMol25 entry of this formula, charge and spin) ... 315.38 kJ/mol
Largest force on an atom ... 4.50 eV/A